Record 1
C23H43BCl2F4N3O4PrSi | ωB97M-V/def2-TZVPD

```
82
Properties=species:S:1:pos:R:3:forces:R:3
Pr 0.3300 0.4976 0.8825 -0.56 -1.32 -0.74
Cl -0.5520 3.9032 -3.3126 -0.02 0.22 -0.23
Cl -0.8809 2.1095 -0.7289 -0.28 0.30 0.13
Si -0.3895 5.5510 -2.0536 -0.22 0.44 -0.25
F -1.5063 0.4494 2.5515 0.34 -0.03 0.51
F 0.5672 0.4508 3.5394 -0.48 0.02 0.10
F -1.2500 1.3705 4.6800 0.22 -0.25 -0.24
F -1.0945 -0.9196 4.4022 0.01 0.26 -0.06
O 1.0079 2.7313 1.8982 -0.78 0.95 0.39
O -0.3677 -0.9051 -0.8624 0.97 0.99 1.06
O 2.5088 -0.1639 0.1990 0.82 -1.01 -0.72
O 0.3531 -1.7622 1.8510 -0.63 -0.72 0.65
N 0.1552 3.9803 3.6065 0.07 -0.05 -0.39
N -0.0863 -3.5995 3.1154 -0.10 0.07 -0.15
N 2.6578 -1.2158 -1.8326 0.73 0.09 0.65
C -1.1016 -3.1671 -0.8337 -0.36 0.40 -0.57
C 3.0770 -2.3904 -2.5900 0.01 -0.06 0.05
C -0.8776 -5.7680 0.0999 0.06 -0.09 0.15
C 1.2332 3.6193 4.5134 0.12 -0.02 0.07
C -1.5272 5.4214 -0.5615 0.11 -0.17 0.02
C 0.2795 -5.0394 -0.2097 -0.12 0.27 -0.05
C -1.5243 -0.4811 -3.6147 -0.09 0.39 -0.15
C -0.3081 -2.8335 -5.1117 0.24 -0.08 -0.44
C -1.2357 -1.7794 -1.4598 -0.24 -0.12 0.52
C 2.8981 -1.1265 -0.5202 -0.73 0.82 -0.48
C 0.1617 -3.7324 -0.6857 -0.04 -0.30 0.23
C 1.2795 -3.7236 3.5919 -0.03 -0.23 -0.14
C -0.5364 -2.7881 -3.6388 -0.42 0.43 0.19
C -1.0724 -1.7535 -2.9697 0.47 -0.98 -0.11
C -0.4539 -2.5900 2.3301 0.41 0.59 -0.26
C -2.2508 -3.8606 -0.4549 0.37 -0.11 -0.04
C 1.4198 5.6734 -1.5720 -0.05 0.07 0.10
C -1.0213 -4.6400 3.5106 0.02 0.17 0.04
C 2.1197 -0.0943 -2.5984 -0.51 -0.04 -0.09
C -0.9308 4.8005 4.1126 -0.01 0.27 -0.07
C -0.9485 7.0052 -3.1247 0.19 0.02 0.17
C 0.1662 3.5545 2.3474 0.55 -0.97 -0.05
C -2.1415 -5.1733 0.0045 0.10 -0.08 0.09
B -0.8321 0.3275 3.8777 -0.11 0.14 -0.29
H 1.2762 -5.4727 -0.0829 -0.39 -0.03 -0.06
H -1.4118 4.4215 -0.1281 -0.09 0.27 -0.11
H 0.7006 -3.2253 -5.3088 -0.18 0.08 -0.13
H 2.1807 0.8272 -2.0109 0.02 -0.24 -0.17
H -2.5991 -0.5206 -3.8624 0.29 -0.02 0.15
H -0.5929 5.8278 4.2998 -0.05 -0.14 -0.05
H -3.2129 -3.3463 -0.5410 0.24 -0.33 0.01
H 1.8377 4.6746 -1.3918 -0.11 0.21 0.01
H 2.0963 4.2783 4.3542 -0.11 -0.16 0.02
H 2.0023 6.1573 -2.3680 -0.13 -0.14 0.17
H 1.0698 -0.2890 -2.8459 0.22 0.10 0.15
H -0.6463 3.9485 1.7179 0.15 -0.20 0.09
H -1.7369 4.8149 3.3724 0.10 0.03 0.23
H -0.6857 -5.6139 3.1295 -0.12 0.22 0.03
H -0.2619 7.1828 -3.9626 -0.09 -0.06 0.20
H -1.0824 -4.6879 4.6052 -0.06 0.02 -0.20
H 1.5277 6.2691 -0.6533 0.04 -0.13 -0.22
H 3.7207 -2.0922 -3.4258 -0.02 -0.02 0.23
H 0.8712 3.7574 5.5320 0.08 -0.13 -0.05
H -2.5790 5.5340 -0.8500 0.18 0.03 0.00
H 3.6203 -3.0661 -1.9217 -0.06 0.06 -0.20
H -1.3007 4.3867 5.0569 0.00 -0.06 -0.28
H 1.7916 -4.5306 3.0522 0.01 0.16 0.06
H 1.0327 -3.1210 -0.9490 -0.40 -0.34 0.18
H -1.2894 6.1753 0.2063 -0.02 -0.10 -0.30
H -0.2671 -3.7063 -3.1130 -0.13 0.29 0.00
H -0.3979 -1.8528 -5.5936 0.04 -0.28 0.09
H 1.8065 -2.7817 3.4476 -0.08 -0.10 0.01
H -1.0021 7.9233 -2.5202 0.01 -0.17 -0.16
H -1.0117 -3.5149 -5.6118 0.13 0.12 0.11
H -0.9921 -0.3003 -4.5542 -0.12 0.12 0.16
H -3.0414 -5.7279 0.2917 0.38 0.13 -0.13
H -2.0014 -4.4035 3.0877 0.13 -0.16 0.13
H 2.6914 -0.0022 -3.5294 0.01 0.04 0.26
H -1.3687 0.3803 -2.9462 -0.02 -0.29 -0.15
H 2.2123 -2.9219 -3.0071 0.05 0.20 0.18
H 1.2511 -3.9869 4.6527 0.05 0.11 -0.08
H 1.5264 2.5789 4.3531 -0.08 0.21 0.04
H -0.7832 -6.8065 0.4323 -0.08 0.37 -0.06
H -2.2761 -1.4553 -1.2853 -0.18 -0.04 0.07
H 3.4848 -1.9605 -0.1000 -0.30 0.21 0.00
H -1.5432 -2.5075 2.1441 0.51 -0.15 -0.02
H -1.9414 6.8179 -3.5505 0.14 -0.02 0.15
```
Forces are in eV/Å.

Computed properties:
2S+1: 3
Total energy: -3519.1523 hartree
Max |F|: 0.0339 hartree/bohr
Charge: 0
E_LUMO (spin up / spin down): 0.38 / 0.38 eV
HOMO energy (spin up / spin down): -8.0 / -8.0 eV


Record 2
C39H78O30 | ωB97M-V/def2-TZVPD

```
147
Properties=species:S:1:pos:R:3:forces:R:3
O 27.6488 -7.2456 8.8980 -0.30 -0.42 0.14
O 18.1472 -5.4725 6.5229 -0.03 -0.26 -0.01
O 19.4592 -6.1238 8.0857 0.02 -0.42 0.12
O 24.1976 -0.4108 11.0103 0.18 -0.79 0.42
O 22.5398 3.2453 8.3127 -0.07 0.12 0.19
O 20.6146 2.6671 7.5475 0.20 0.02 0.60
O 20.6179 -1.5698 10.6746 -0.19 -0.20 0.26
O 19.7777 -4.0687 7.1838 0.09 -0.25 0.13
O 19.7648 0.1049 9.4436 -0.53 0.35 -0.29
O 22.6885 -6.3819 4.1637 -0.14 0.23 -0.16
O 23.8057 -8.1500 8.1802 0.63 1.04 -0.68
O 21.4528 0.3921 10.9142 -0.23 -0.38 0.74
O 22.4304 1.5561 6.8161 -0.02 -0.09 0.10
O 23.6655 -1.9797 4.9528 -0.33 0.51 -1.46
O 28.6295 -5.2509 8.4967 -0.05 0.14 0.00
O 25.0978 0.9668 12.4000 -0.43 -0.41 0.48
O 24.2860 -4.4643 10.8227 0.65 -0.12 0.14
O 22.0791 -4.5647 11.3096 -0.20 -0.12 -0.33
O 21.1682 -0.6169 1.9501 -0.44 0.14 -0.12
O 24.8129 -8.4016 10.0209 0.59 0.46 0.08
O 25.1859 2.1422 4.1221 0.45 -0.46 0.14
O 25.6187 4.1542 4.7415 0.36 -0.03 0.04
O 24.5737 -3.3320 1.4217 -0.20 -0.55 -0.16
O 23.5653 -3.4072 12.5408 0.70 0.07 -0.06
O 25.2735 -5.3639 1.6568 -0.37 0.02 -0.28
O 23.6521 3.7468 3.7084 -0.07 0.08 0.01
O 25.7869 0.9951 10.2538 0.14 -0.03 -0.19
O 26.6530 -3.6503 2.1833 0.36 0.00 0.31
O 23.3136 -9.9808 9.3814 0.09 -0.44 0.08
O 27.0348 -6.1750 7.1742 -0.30 -0.29 -0.01
C 23.9493 -8.9819 9.1936 -0.96 0.36 0.46
C 19.1900 -5.1207 7.2754 -0.06 0.25 -0.56
C 21.2754 -6.2768 4.3428 0.06 0.03 -0.57
C 28.0970 -7.3271 10.2503 0.54 0.34 -0.33
C 22.5503 -2.7016 13.2128 -1.25 0.96 0.45
C 17.7814 -4.5366 5.5210 -0.40 0.66 -0.27
C 24.2403 1.1444 3.7174 -0.87 0.40 0.00
C 20.6052 -5.9808 8.9195 0.54 1.23 0.20
C 25.6013 -4.0773 1.7969 0.28 0.49 -0.05
C 22.9048 -7.4067 3.2139 0.85 -1.01 0.32
C 23.1990 -4.1807 11.5262 -0.04 0.09 0.27
C 20.6941 -7.6904 4.0883 -0.43 0.47 0.23
C 26.1612 1.8201 12.7692 1.01 0.42 -0.48
C 21.0962 -1.0678 3.3019 0.94 -0.33 -0.06
C 24.1443 -5.3349 9.7086 -1.30 0.49 -1.11
C 27.8537 -6.1243 8.2205 0.31 0.10 -0.01
C 20.9603 -2.5697 3.1523 -0.37 -0.16 0.43
C 23.9339 -3.6896 6.5633 0.11 -1.12 0.07
C 24.0482 -0.9500 9.6956 0.37 0.56 -0.40
C 21.9054 -8.4976 3.5997 -0.28 0.29 -0.08
C 24.9050 -8.8416 11.3649 -0.17 -1.04 0.11
C 27.1700 -5.2636 6.1091 -0.11 0.85 -0.69
C 21.2668 1.8021 11.0956 0.67 -0.04 -0.64
C 25.0995 0.5443 11.1319 0.08 0.29 0.03
C 19.7974 -2.4962 9.9747 -0.33 -0.40 -1.10
C 22.7540 -8.3118 7.2332 0.00 -1.01 0.46
C 20.5202 -0.3120 10.2728 0.61 0.44 0.06
C 21.9086 2.3990 7.5038 0.03 0.04 -0.55
C 26.2758 -6.3054 1.9681 0.32 -1.25 0.87
C 19.8888 -2.6059 2.0538 0.55 -0.75 -0.06
C 24.2242 -3.2669 5.0899 0.91 -1.16 1.35
C 22.8555 -2.6895 6.9442 -0.08 0.11 0.62
C 20.3666 -1.4835 1.1277 -0.27 0.23 0.27
C 23.3104 -1.4466 6.2134 -0.46 -0.96 0.86
C 24.5626 -1.9519 1.7297 -1.08 1.34 0.49
C 25.3397 5.5463 4.7345 -0.05 0.43 0.14
C 24.7105 3.3795 4.1451 -0.11 -0.10 0.00
C 23.9589 3.2641 8.2162 0.77 0.06 0.09
C 19.7812 1.7992 6.7988 -0.31 -0.13 -0.88
H 25.1066 -5.6194 9.3027 0.21 -0.24 0.58
H 21.9124 -3.0671 6.5374 0.09 0.23 -0.34
H 20.2089 -8.1150 4.9683 0.24 -0.04 0.10
H 25.3066 -3.2237 4.9031 -0.03 0.23 0.19
H 20.9744 -1.8430 0.2961 0.09 -0.05 0.06
H 23.6453 -4.7970 8.8919 0.07 0.18 0.20
H 21.7128 2.3017 10.2334 -0.45 0.21 0.10
H 21.8807 -3.0539 2.8156 0.08 0.29 -0.16
H 23.4667 -6.1602 9.9068 0.45 -0.28 0.38
H 20.2487 -0.6750 3.8804 -0.07 0.22 -0.30
H 23.9529 -9.2567 11.6948 -0.03 0.09 0.02
H 17.6948 -3.5340 5.9407 0.11 -0.04 0.00
H 19.5325 -0.9092 0.7169 0.01 -0.02 -0.04
H 25.9860 2.2644 13.7424 -0.49 -0.10 0.00
H 21.6696 -9.1637 2.7723 0.01 -0.08 0.06
H 24.8812 -3.7915 7.1041 -0.21 0.93 0.44
H 18.7699 2.1162 7.0284 -0.05 -0.12 0.04
H 27.7965 -8.3183 10.5679 -0.20 0.11 0.27
H 24.3659 2.3134 7.8801 -0.14 0.01 -0.10
H 20.2531 -2.7362 9.0124 0.27 -0.20 0.22
H 23.2905 -1.7216 9.7229 -0.42 0.36 0.24
H 27.6690 -6.5043 10.8220 -0.17 -0.23 0.19
H 21.5394 -6.0202 8.3532 -0.17 -0.59 -0.15
H 29.1836 -7.2503 10.3250 -0.03 0.03 -0.17
H 22.8288 -7.4803 6.5408 0.02 0.03 -0.03
H 25.1967 -8.0110 11.9991 -0.01 0.22 -0.22
H 24.6734 0.1531 3.6853 0.59 0.22 0.14
H 18.8139 -2.1281 9.6693 0.08 0.40 0.62
H 26.2673 6.0698 4.9545 0.13 -0.21 -0.09
H 27.2164 -5.8392 2.2396 0.07 0.12 -0.32
H 21.0903 -5.8266 5.3182 0.00 -0.16 0.08
H 27.1053 1.2706 12.8328 -0.15 -0.13 -0.07
H 21.6832 -3.3192 13.4491 0.15 -0.19 -0.10
H 20.5304 -6.7124 9.7120 0.08 -0.21 -0.10
H 20.2232 2.0607 11.2404 -0.07 0.00 -0.11
H 19.9224 0.7438 7.0232 0.09 0.14 0.34
H 16.8065 -4.8261 5.1376 0.04 -0.23 0.12
H 24.1826 -1.0080 6.7154 -0.07 0.18 -0.12
H 24.3777 3.4728 9.1988 -0.27 0.01 0.09
H 22.8784 -9.2707 6.7287 -0.07 0.09 -0.17
H 23.4431 1.1313 4.4627 -0.12 -0.04 -0.16
H 23.8357 1.4164 2.7430 -0.10 -0.13 0.03
H 22.8652 -7.1363 2.1505 -0.52 0.57 0.20
H 25.6503 -9.6350 11.4425 0.03 0.03 0.03
H 22.0292 -0.7480 3.7604 -0.10 -0.06 0.18
H 18.4869 -4.5097 4.6887 0.17 -0.11 0.16
H 19.9754 1.9377 5.7315 -0.03 0.06 0.06
H 22.4776 -0.7467 6.2084 0.31 0.36 -0.77
H 26.3808 -7.0670 1.1958 0.08 0.57 -0.56
H 23.9328 -7.7521 3.3572 -0.05 0.03 0.08
H 24.9675 -1.2598 0.9903 0.32 -0.65 -0.41
H 20.6633 -4.9822 9.3509 -0.39 -0.15 0.19
H 23.4976 -1.7276 1.8087 0.03 0.15 -0.13
H 22.2970 -9.0698 4.4384 0.11 -0.14 -0.13
H 22.1993 -1.8393 12.6345 0.14 -0.32 -0.26
H 24.9710 -1.6437 2.6901 0.39 -0.79 0.08
H 22.9244 -2.2666 14.1378 0.48 -0.43 -0.05
H 19.8927 -7.5913 3.3543 0.17 -0.20 -0.19
H 27.2135 -4.2069 6.3833 0.16 -0.17 0.54
H 22.5792 -2.5008 7.9832 0.62 -0.22 0.19
H 18.8934 -2.4083 2.4510 0.01 0.07 0.07
H 26.2991 2.5910 12.0096 -0.06 0.09 0.15
H 19.8849 -3.5939 1.5862 -0.19 0.17 -0.23
H 23.8968 -4.0924 4.4458 -0.84 0.82 -0.53
H 23.5200 -4.6955 6.7151 0.01 -0.06 -0.77
H 25.9732 -6.9273 2.8199 -0.24 0.51 0.19
H 24.2692 4.0667 7.5456 -0.08 -0.10 -0.12
H 24.6355 5.8102 5.5263 -0.19 -0.13 -0.17
H 20.6978 -3.0949 4.0756 -0.27 0.20 0.00
H 19.6897 -3.3826 10.5885 0.19 0.03 0.13
H 20.8857 -5.5967 3.5739 -0.03 0.09 0.14
H 24.9392 -1.4345 9.2875 0.29 0.22 0.44
H 28.0410 -5.4706 5.4880 0.04 -0.20 0.09
H 21.8052 -8.3332 7.7693 -0.11 0.09 -0.18
H 26.2600 -5.3646 5.5201 0.09 -0.25 -0.08
H 21.8679 2.0663 11.9612 -0.13 -0.10 0.17
H 23.8347 -0.0807 9.0724 -0.45 -0.46 -0.48
H 24.9619 5.8593 3.7636 -0.10 0.02 0.07
```
Forces are in eV/Å.

Computed properties:
Total energy: -3790.0008 hartree
Max |F|: 0.0389 hartree/bohr
SMILES string: COC(=O)OC.COC(=O)OC.COC(=O)OC.COC(=O)OC.COC(=O)OC.COC(=O)OC.COC(=O)OC.COC(=O)OC.COC(=O)OC.C1CCOC1.C1CCOC1.C1CCOC1
Charge: 0
E_LUMO: 0.52 eV
HOMO energy: -9.4 eV


Q: The lowest total energy belongs to which entry?
A: C39H78O30